[1]
Below is a cluster of 2 separate species, C2H6Cl2Si in total, with properties calculated with ωB97M-V/def2-TZVPD.

```
! wB97M-V def2-TZVPD RIJCOSX def2/J DEFGRID3
* xyz 0 1
C 0.063 1.430 1.698
C 0.932 0.452 1.797
Si -0.480 -1.326 -2.116
Cl -1.609 -2.372 -3.362
Cl -1.589 0.247 -1.338
H -0.297 1.988 2.619
H -0.272 1.799 0.698
H 0.579 -0.523 -2.743
H 1.378 0.190 2.710
H 1.330 0.021 0.927
H -0.033 -1.907 -0.890
*
```

E_tot ... -1289.71495 hartree
Structure (SMILES) ... Cl[SiH2]Cl.C=C

[2]
Below is a cluster of 17 separate species, C91H221N15O17 in total, with properties calculated with ωB97M-V/def2-TZVPD.

```
! wB97M-V def2-TZVPD RIJCOSX def2/J DEFGRID3
* xyz 0 1
C -0.287 1.218 6.753
C 0.424 2.303 7.556
C 1.307 1.737 8.675
O 0.501 1.012 9.554
C 1.100 0.396 10.700
N 1.091 3.174 6.564
H 0.437 0.470 6.377
H -0.714 1.729 5.899
H -1.072 0.721 7.314
H -0.333 2.864 8.078
H 1.735 2.556 9.241
H 2.066 1.110 8.222
H 1.498 1.077 11.519
H 1.858 -0.321 10.442
H 0.275 -0.184 11.167
H 1.773 2.653 6.036
H 1.619 3.927 7.021
C -2.829 -7.641 0.498
C -4.086 -7.385 -0.319
C -5.249 -8.353 0.024
O -6.341 -8.273 -0.886
C -6.018 -8.497 -2.291
N -4.483 -6.014 -0.316
H -3.009 -7.361 1.529
H -2.016 -7.063 0.098
H -2.540 -8.706 0.489
H -3.782 -7.668 -1.355
H -5.600 -8.096 1.003
H -4.792 -9.353 0.009
H -5.444 -7.700 -2.720
H -6.952 -8.471 -2.776
H -5.495 -9.440 -2.537
H -5.361 -6.013 -0.804
H -4.663 -5.661 0.635
C 4.105 -6.122 3.001
C 5.567 -6.046 2.615
C 5.789 -5.300 1.309
O 7.148 -5.175 1.109
C 7.410 -4.433 -0.058
N 6.204 -5.389 3.833
H 3.684 -5.105 3.051
H 4.059 -6.603 3.959
H 3.519 -6.799 2.323
H 6.069 -6.974 2.560
H 5.253 -4.325 1.313
H 5.343 -5.973 0.554
H 8.433 -4.614 -0.408
H 7.281 -3.339 0.155
H 6.696 -4.697 -0.859
H 7.209 -5.465 3.862
H 5.905 -4.402 3.733
C 4.116 5.439 -2.954
C 5.623 5.466 -3.186
C 5.863 5.272 -4.714
O 7.240 5.105 -4.945
C 7.531 4.840 -6.273
N 6.227 6.722 -2.657
H 3.861 5.763 -1.947
H 3.831 4.471 -3.264
H 3.675 6.164 -3.682
H 6.042 4.605 -2.631
H 5.351 6.136 -5.187
H 5.315 4.385 -5.010
H 6.989 5.441 -7.044
H 7.216 3.821 -6.549
H 8.587 4.947 -6.464
H 7.202 6.797 -3.019
H 5.717 7.527 -2.988
C -0.463 -0.162 2.958
C -1.319 -0.662 1.827
C -0.748 -0.104 0.471
O 0.611 -0.459 0.339
C 1.109 -0.316 -1.000
N -1.271 -2.159 1.805
H -0.860 -0.370 3.959
H -0.326 0.930 2.850
H 0.519 -0.634 2.921
H -2.361 -0.317 1.859
H -0.810 1.017 0.416
H -1.338 -0.623 -0.347
H 0.503 -0.859 -1.774
H 2.163 -0.635 -0.964
H 1.067 0.763 -1.243
H -1.803 -2.504 0.960
H -0.295 -2.363 1.527
C -1.331 -0.768 -4.638
C -2.712 -0.781 -5.312
C -3.809 -1.490 -4.522
O -3.446 -2.750 -4.146
C -4.325 -3.324 -3.179
N -3.220 0.598 -5.658
H -0.801 -1.722 -4.723
H -1.402 -0.548 -3.562
H -0.689 -0.042 -5.121
H -2.532 -1.346 -6.262
H -4.703 -1.539 -5.154
H -4.001 -0.828 -3.632
H -4.414 -2.652 -2.332
H -3.786 -4.198 -2.813
H -5.298 -3.599 -3.660
H -2.542 1.134 -6.170
H -3.436 1.054 -4.782
C 4.730 -0.485 4.464
C 3.230 -0.857 4.550
C 3.094 -2.277 4.025
O 3.680 -2.546 2.767
C 3.163 -1.694 1.724
N 2.800 -0.748 5.944
H 5.123 -0.703 3.467
H 5.226 -1.024 5.233
H 4.791 0.567 4.678
H 2.633 -0.200 3.892
H 2.047 -2.575 4.077
H 3.653 -2.875 4.723
H 2.054 -1.863 1.564
H 3.673 -1.891 0.777
H 3.273 -0.617 1.923
H 1.818 -1.048 5.980
H 3.346 -1.302 6.616
C -5.574 -5.035 4.037
C -5.375 -3.711 3.222
C -5.115 -2.530 4.155
O -5.166 -1.402 3.301
C -4.873 -0.232 4.093
N -4.261 -4.055 2.272
H -5.860 -5.764 3.309
H -6.376 -5.005 4.804
H -4.571 -5.373 4.393
H -6.271 -3.459 2.682
H -4.147 -2.648 4.686
H -5.954 -2.503 4.872
H -5.099 0.705 3.614
H -3.807 -0.090 4.242
H -5.372 -0.172 5.050
H -3.407 -4.369 2.796
H -3.970 -3.238 1.744
C -1.314 -5.442 -2.102
C -1.066 -4.504 -0.955
C 0.030 -3.535 -1.177
O 1.273 -4.142 -1.556
C 2.070 -4.613 -0.470
N -2.255 -3.756 -0.545
H -0.428 -6.087 -2.181
H -1.382 -4.826 -2.982
H -2.187 -6.050 -1.910
H -0.737 -5.136 -0.144
H 0.124 -3.045 -0.211
H -0.279 -2.811 -1.919
H 2.291 -3.874 0.290
H 3.024 -5.043 -0.795
H 1.601 -5.424 0.126
H -3.013 -4.389 -0.301
H -2.644 -3.273 -1.356
C 2.268 -1.919 -4.233
C 2.997 -2.941 -5.069
C 4.173 -3.571 -4.295
O 5.078 -2.561 -3.824
C 5.883 -3.144 -2.851
N 1.933 -3.932 -5.466
H 1.827 -2.544 -3.459
H 1.465 -1.408 -4.748
H 2.928 -1.163 -3.775
H 3.391 -2.579 -6.026
H 4.589 -4.295 -4.978
H 3.618 -3.989 -3.488
H 6.563 -2.322 -2.598
H 6.472 -4.017 -3.228
H 5.274 -3.343 -1.973
H 2.253 -4.489 -6.248
H 1.594 -4.504 -4.675
C -1.616 3.452 2.832
C -2.521 4.483 3.514
C -2.003 4.929 4.883
C -0.776 5.804 4.809
C -1.233 7.037 4.027
C -1.770 6.763 2.582
N -2.797 5.730 2.717
O -3.394 5.433 1.439
C -2.444 8.042 2.043
C -0.604 6.354 1.665
C -3.901 3.848 3.726
H -1.768 3.653 1.781
H -1.879 2.402 3.032
H -0.560 3.639 3.106
H -2.786 5.466 5.428
H -1.720 4.014 5.411
H 0.128 5.397 4.330
H -0.445 6.090 5.831
H -0.509 7.820 3.980
H -2.044 7.451 4.655
H -3.451 8.233 2.480
H -1.793 8.879 2.175
H -2.609 7.918 0.977
H -0.013 5.511 2.028
H -1.036 6.088 0.693
H 0.082 7.191 1.519
H -4.278 3.504 2.760
H -4.602 4.591 4.170
H -3.784 3.060 4.463
H -4.174 6.010 1.495
C 1.769 1.318 -7.699
C 2.714 2.320 -6.892
C 4.092 2.369 -7.460
C 4.216 3.255 -8.696
C 3.851 4.645 -8.287
C 2.440 4.750 -7.767
N 2.222 3.691 -6.785
O 0.886 3.803 -6.336
C 2.336 6.078 -7.031
C 1.459 4.650 -8.971
C 2.707 1.753 -5.431
H 0.793 1.168 -7.240
H 2.290 0.363 -7.691
H 1.645 1.657 -8.727
H 4.726 2.763 -6.665
H 4.377 1.322 -7.644
H 3.542 2.941 -9.488
H 5.232 3.151 -9.061
H 3.997 5.380 -9.080
H 4.580 4.939 -7.511
H 2.513 6.878 -7.792
H 1.350 6.220 -6.563
H 3.121 6.236 -6.291
H 1.068 3.639 -9.058
H 0.593 5.267 -8.777
H 1.904 5.095 -9.853
H 2.997 0.692 -5.448
H 1.712 1.743 -4.996
H 3.375 2.240 -4.741
H 0.929 3.864 -5.373
C 0.166 3.512 -1.153
C -0.662 3.467 -2.438
C -2.111 3.663 -2.050
C -2.353 5.135 -1.600
C -2.166 5.948 -2.840
C -0.637 5.914 -3.313
N -0.226 4.519 -3.397
O 1.142 4.309 -3.649
C -0.567 6.504 -4.724
C 0.236 6.742 -2.364
C -0.542 2.094 -3.104
H -0.037 2.689 -0.442
H -0.040 4.397 -0.619
H 1.231 3.413 -1.412
H -2.634 3.472 -3.014
H -2.363 2.885 -1.353
H -1.656 5.420 -0.836
H -3.334 5.322 -1.189
H -2.422 6.997 -2.820
H -2.813 5.569 -3.663
H 0.428 6.755 -5.012
H -0.988 5.793 -5.440
H -1.151 7.420 -4.647
H 1.310 6.803 -2.596
H -0.108 7.777 -2.379
H 0.239 6.410 -1.323
H 0.513 1.897 -3.287
H -0.974 2.028 -4.103
H -0.879 1.315 -2.428
H 1.630 4.751 -2.950
C -7.144 -0.882 -2.262
C -7.130 -0.464 -0.742
C -6.031 -1.104 0.150
C -4.658 -0.560 -0.175
C -4.641 0.932 0.071
C -5.680 1.684 -0.719
N -6.992 0.996 -0.605
O -7.948 1.647 -1.395
C -5.893 3.049 -0.125
C -5.175 1.869 -2.194
C -8.576 -0.804 -0.135
H -7.710 -0.189 -2.905
H -7.648 -1.851 -2.321
H -6.171 -1.036 -2.735
H -6.199 -0.871 1.196
H -6.004 -2.199 -0.066
H -4.422 -0.874 -1.201
H -3.929 -1.155 0.415
H -3.705 1.475 -0.079
H -4.682 1.036 1.186
H -6.408 2.923 0.849
H -4.909 3.538 0.082
H -6.520 3.610 -0.804
H -5.887 2.307 -2.846
H -4.288 2.486 -2.023
H -4.960 0.862 -2.596
H -9.419 -0.639 -0.781
H -8.771 -0.201 0.764
H -8.573 -1.883 0.120
H -8.365 2.247 -0.775
C -2.461 -4.596 6.617
C -1.100 -3.929 6.053
C 0.121 -4.452 6.767
C 0.532 -5.855 6.334
C 0.813 -5.849 4.854
C -0.409 -5.450 4.052
N -0.880 -4.129 4.616
O -1.986 -3.609 3.907
C 0.083 -5.243 2.538
C -1.517 -6.507 4.017
C -1.226 -2.442 6.365
H -2.534 -4.294 7.660
H -2.370 -5.667 6.624
H -3.335 -4.305 6.057
H 0.960 -3.768 6.512
H -0.131 -4.362 7.839
H -0.294 -6.542 6.555
H 1.367 -6.175 6.911
H 1.167 -6.844 4.491
H 1.600 -5.087 4.613
H 0.854 -4.462 2.500
H 0.506 -6.236 2.235
H -0.683 -5.012 1.791
H -1.594 -6.966 5.009
H -2.484 -6.192 3.716
H -1.200 -7.362 3.370
H -0.254 -1.999 6.180
H -1.530 -2.289 7.399
H -1.927 -2.023 5.644
H -1.586 -2.979 3.189
C 2.559 2.866 3.117
C 2.635 2.577 1.671
C 2.748 3.886 0.940
O 3.707 1.676 1.421
H 3.546 3.126 3.532
H 2.298 1.950 3.661
H 1.802 3.607 3.359
H 1.724 2.039 1.344
H 3.122 3.649 -0.079
H 3.392 4.562 1.500
H 1.789 4.363 0.793
H 4.075 1.813 0.534
C 6.028 0.063 -0.497
C 6.204 1.328 -1.350
C 5.873 1.095 -2.796
O 5.354 2.339 -0.750
H 4.963 -0.137 -0.271
H 6.512 0.249 0.465
H 6.514 -0.818 -0.882
H 7.253 1.712 -1.324
H 4.783 0.881 -2.846
H 6.384 0.231 -3.206
H 6.250 1.939 -3.395
H 5.894 2.841 -0.140
*
```

E_tot ... -5699.80569 hartree

[3]
Below is a cluster of 3 separate species, C23H50BNO8 in total, with properties calculated with ωB97M-V/def2-TZVPD.

```
! wB97M-V def2-TZVPD RIJCOSX def2/J DEFGRID3
* xyz 0 1
C 6.160 -1.638 -1.861
C 6.423 -0.511 -0.857
C 5.543 0.731 -1.080
C 4.025 0.495 -0.852
C 3.577 0.955 0.560
B 3.050 0.994 -1.993
C 3.565 1.365 -3.454
C 4.188 2.735 -3.544
N 5.241 3.058 -4.161
C 1.491 1.078 -1.753
C 0.792 -0.189 -2.310
C 1.147 -1.480 -1.560
C 2.056 -2.465 -2.255
O 2.175 -3.578 -1.894
O 2.695 -2.027 -3.388
H 6.019 -1.219 -2.867
H 5.284 -2.237 -1.590
H 7.000 -2.332 -1.920
H 6.280 -0.879 0.166
H 7.468 -0.202 -0.964
H 5.757 1.117 -2.081
H 5.885 1.506 -0.385
H 3.882 -0.603 -0.858
H 2.856 0.259 0.999
H 4.433 1.037 1.234
H 3.083 1.933 0.532
H 2.706 1.351 -4.140
H 4.286 0.623 -3.824
H 3.670 3.555 -3.034
H 5.662 2.236 -4.603
H 1.214 1.237 -0.704
H 1.102 1.940 -2.316
H -0.292 -0.051 -2.263
H 1.044 -0.288 -3.370
H 0.231 -2.037 -1.339
H 1.583 -1.252 -0.581
H 3.584 -1.693 -3.181
C -4.092 0.027 3.915
O -2.799 -0.533 3.831
C -2.395 -1.189 5.019
C -1.495 -2.369 4.733
O -2.164 -3.492 4.187
C -2.456 -3.476 2.801
C -1.271 -3.806 1.923
O -0.355 -2.727 1.871
C 0.966 -3.127 1.569
H -4.119 0.871 4.614
H -4.364 0.378 2.922
H -4.826 -0.721 4.238
H -3.271 -1.538 5.578
H -1.843 -0.483 5.656
H -1.110 -2.712 5.696
H -0.645 -2.071 4.115
H -2.915 -2.532 2.497
H -3.190 -4.272 2.659
H -1.639 -4.026 0.909
H -0.778 -4.706 2.308
H 1.306 -3.927 2.235
H 1.604 -2.257 1.726
H 1.066 -3.462 0.532
C -3.084 -1.010 -0.218
O -3.343 0.297 0.247
C -2.242 1.173 0.085
C -2.684 2.591 -0.190
O -3.205 2.792 -1.493
C -4.542 2.389 -1.735
C -5.586 3.338 -1.193
O -5.704 3.221 0.214
C -6.151 4.403 0.838
H -2.329 -1.512 0.399
H -4.018 -1.567 -0.162
H -2.744 -0.999 -1.261
H -1.602 0.831 -0.736
H -1.643 1.163 1.006
H -1.791 3.219 -0.143
H -3.379 2.935 0.579
H -4.726 1.373 -1.380
H -4.640 2.392 -2.824
H -6.550 3.094 -1.661
H -5.319 4.364 -1.472
H -5.528 5.260 0.559
H -6.076 4.250 1.914
H -7.194 4.624 0.584
*
```

E_tot ... -1587.74468 hartree
Structure (SMILES) ... [H]/N=C\CB(CCCC(=O)O)[C@H](C)CCC.COCCOCCOC.COCCOCCOC